# 1
47
Properties=species:S:1:pos:R:3:forces:R:3 method="wB97M-V/def2-TZVPD" smiles="CN(C)[C@H]1CCc2c(c3cc(F)ccc3n2S(=O)(=O)c2cccc(Cl)c2)C1" homo_energy_ha=-0.2999 e_tot_ev=-54213.6585
C -4.4642 0.2511 -0.6550 0.3 0.2 0.4
N -3.9026 1.4146 0.0686 -1.9 -0.5 0.4
C -4.6629 2.6292 -0.2077 0.2 0.5 0.4
C -2.4762 1.4913 0.3696 -0.6 -1.3 -0.9
C -2.0853 0.4449 1.4129 0.2 -1.1 -1.3
C -0.6515 0.5825 1.8786 1.4 -0.3 -0.8
C 0.2847 0.7732 0.6529 -2.1 -0.1 -0.8
C -0.1991 1.0467 -0.6138 0.2 0.5 1.2
C 0.9276 1.1429 -1.5176 -0.9 -0.1 0.8
C 0.9610 1.4343 -2.8685 0.9 0.5 -1.3
C 2.2157 1.5201 -3.4814 -0.1 0.0 0.7
F 2.3706 1.8609 -4.7935 -0.5 -0.2 0.7
C 3.3997 1.2882 -2.7534 -0.3 -0.2 -0.4
C 3.3344 0.9116 -1.4243 0.0 0.1 1.4
C 2.0735 0.9035 -0.7742 1.0 -0.4 -0.7
N 1.6659 0.6700 0.5642 2.4 -0.5 1.2
S 2.6979 -0.0811 1.7417 0.9 0.3 1.8
O 4.1033 0.2290 1.5459 -1.5 -0.4 -1.6
O 2.3070 0.2775 3.0990 -1.1 -0.7 -1.8
C 2.4071 -1.8803 1.4767 0.2 0.2 -0.5
C 2.1948 -2.6712 2.5948 -0.7 -0.6 0.6
C 2.0806 -4.0767 2.4280 0.3 0.0 -0.6
C 2.2279 -4.6607 1.1431 0.3 1.9 1.0
C 2.4484 -3.8460 0.0264 -0.3 0.7 1.5
Cl 2.6499 -4.6000 -1.5031 0.0 0.2 -0.3
C 2.5181 -2.4552 0.1979 0.4 0.1 -0.6
C -1.6485 1.3293 -0.9068 0.5 -0.4 -0.3
H -5.5758 0.2308 -0.5761 0.8 0.3 0.0
H -4.1898 0.2162 -1.7225 -0.2 0.1 0.0
H -4.1336 -0.7007 -0.2257 0.1 0.2 0.1
H -4.5098 3.3759 0.6189 0.0 -0.5 -0.8
H -4.3542 3.0670 -1.1775 -0.3 0.2 0.3
H -5.7780 2.4624 -0.2548 1.2 -0.2 0.1
H -2.2220 2.4347 0.7753 -0.2 1.3 0.5
H -2.1914 -0.5386 0.9176 0.0 0.2 0.2
H -2.7664 0.4341 2.2425 -0.3 0.3 0.4
H -0.5846 1.4355 2.5245 0.3 0.6 0.5
H -0.3224 -0.2841 2.4754 -0.2 0.3 -0.2
H 0.0377 1.6693 -3.3831 0.1 -0.1 -0.2
H 4.3549 1.4132 -3.2719 -0.4 -0.2 0.3
H 4.2344 0.6823 -0.8357 -0.4 0.2 -0.5
H 2.0410 -2.1877 3.5811 0.3 -0.5 -0.8
H 1.9373 -4.7520 3.2944 0.1 0.7 -0.6
H 2.2877 -5.7051 1.0094 -0.3 -1.0 0.0
H 2.7457 -1.8547 -0.6927 -0.2 -0.1 0.5
H -2.0080 0.4436 -1.4554 -0.2 0.4 -0.1
H -1.7806 2.2280 -1.5451 0.2 -0.5 0.2

---

# 2
8
Properties=species:S:1:pos:R:3:forces:R:3 method="wB97M-V/def2-TZVPD" multiplicity=7 s2=12.0299 homo_energy_ha="-0.6540 / -0.6350" e_tot_ev=-29578.0134 charge=+2
O 2.0348 -0.5752 0.0776 1.1 1.2 -0.2
O -2.5288 -0.1866 0.3517 -1.6 -0.2 0.2
O 0.8349 -0.0403 0.6443 -1.4 0.0 -0.8
O -2.6925 1.1503 -0.0941 0.1 0.2 0.1
C -1.3935 -0.6122 0.2427 0.1 0.2 -0.1
C -0.1807 -0.2552 -0.1916 2.6 -0.3 0.6
H 0.0496 -0.4218 -1.2501 -0.1 -0.2 0.2
Eu 3.8763 0.9411 0.2194 -0.8 -0.9 0.0